*P*
{"formula": "C6H7N5", "method": "wB97M-V/def2-TZVPD", "elements": ["C", "C", "C", "C", "C", "C", "H", "H", "H", "H", "H", "H", "H", "N", "N", "N", "N", "N"], "coordinates": [[2.1278, 0.8232, 0.2299], [1.4749, -1.6477, -0.0496], [-0.5645, -1.5093, -0.1246], [-2.7434, -0.8581, 0.1646], [-1.1051, 0.7428, -0.0568], [-0.1814, -0.2120, -0.1329], [2.7540, 0.4685, 1.0614], [1.6118, 1.7450, 0.5816], [2.8180, 1.1667, -0.5761], [2.5555, -2.0093, 0.2045], [-3.8116, -1.2621, 0.3193], [-1.6581, 2.6132, -0.4591], [0.0525, 2.0294, -0.8200], [1.2307, -0.2709, -0.0769], [0.4762, -2.4315, -0.1687], [-1.8673, -1.8386, -0.0935], [-2.3458, 0.4226, 0.2251], [-0.8242, 2.0282, -0.2283]], "molar_mass_g_mol": 149.16, "lumo_energy_ev": 0.566, "homo_ev": -8.65, "total_charge": 0, "spin_multiplicity": 1}



*Q*
{"formula": "C6H7N5", "method": "wB97M-V/def2-TZVPD", "elements": ["C", "C", "C", "C", "C", "C", "H", "H", "H", "H", "H", "H", "H", "N", "N", "N", "N", "N"], "coordinates": [[-2.8284, 0.5597, 0.0628], [-0.3131, -1.7832, -0.0810], [0.5022, -0.5929, -0.0286], [1.8544, -0.2438, -0.0358], [1.2262, 2.0165, -0.0190], [-0.3872, 0.5019, -0.0053], [-3.3368, 0.4021, 1.0480], [-3.4944, 0.1127, -0.6739], [-2.7830, 1.6361, -0.1769], [-0.2283, -2.8343, -0.0920], [2.6391, -2.1429, 0.3116], [3.8093, -0.9209, 0.0887], [1.5585, 3.0623, -0.1252], [-1.6066, -0.0584, -0.0421], [-1.5658, -1.3745, -0.1026], [2.8484, -1.1773, -0.0052], [2.1954, 1.0664, -0.0429], [-0.0897, 1.7706, -0.0806]], "molar_mass_g_mol": 149.16, "lumo_energy_ev": 0.772, "homo_ev": -8.60, "smiles": "Cn1ncc2c(N)ncnc21", "total_charge": 0, "spin_multiplicity": 1}



Stability ranking, top entry: *Q*; the second entry is 54.3 kJ/mol less favorable.



*P*
{"formula": "C8H16O16S4", "method": "wB97M-V/def2-TZVPD", "elements": ["C", "C", "O", "S", "O", "O", "O", "H", "H", "H", "H", "C", "C", "O", "S", "O", "O", "O", "H", "H", "H", "H", "C", "C", "O", "S", "O", "O", "O", "H", "H", "H", "H", "C", "C", "O", "S", "O", "O", "O", "H", "H", "H", "H"], "coordinates": [[2.6452, -1.9794, 4.8206], [3.0661, -3.2142, 4.0282], [2.1468, -3.3661, 2.8963], [1.1866, -1.9829, 2.8566], [-0.0882, -2.3153, 3.3619], [1.2256, -1.3947, 1.5635], [2.0815, -1.1075, 3.8292], [3.4158, -1.3537, 5.3256], [1.9414, -2.2919, 5.5914], [2.9745, -4.0800, 4.7024], [4.0925, -3.2931, 3.6270], [-2.2031, 1.6131, -6.6834], [-3.0876, 1.1175, -5.5491], [-2.8211, -0.3120, -5.4174], [-1.3048, -0.6160, -5.8852], [-1.4325, -1.7008, -6.8043], [-0.3282, -0.6811, -4.8418], [-1.0037, 0.7962, -6.6010], [-1.9088, 2.6482, -6.4653], [-2.6275, 1.4959, -7.6438], [-4.1620, 1.3338, -5.6332], [-2.8478, 1.6265, -4.6184], [-0.2009, -0.9534, -1.7278], [0.5250, 0.3685, -1.9629], [0.0919, 1.1210, -0.8996], [-1.5059, 0.9359, -0.8299], [-2.1269, 1.7345, -1.8331], [-1.8615, 1.0415, 0.5369], [-1.5090, -0.5355, -1.2878], [0.2211, -1.4380, -0.8914], [-0.3917, -1.6139, -2.6069], [0.2569, 0.8080, -2.9548], [1.6167, 0.3203, -1.9720], [-0.5296, 0.9457, 3.2911], [0.5154, 1.7231, 2.5174], [1.2155, 2.5013, 3.4477], [1.0591, 1.9332, 4.9537], [0.2768, 2.8665, 5.6845], [2.3014, 1.4105, 5.4590], [0.1011, 0.6645, 4.5350], [-0.8703, 0.0470, 2.8392], [-1.3733, 1.6417, 3.4921], [0.0570, 2.4527, 1.8410], [1.1706, 1.0824, 1.9091]], "molar_mass_g_mol": 496.47, "lumo_energy_ev": 0.472, "homo_ev": -10.78, "total_charge": 0, "spin_multiplicity": 1}



*Q*
{"formula": "C8H16O16S4", "method": "wB97M-V/def2-TZVPD", "elements": ["C", "C", "O", "S", "O", "O", "O", "H", "H", "H", "H", "C", "C", "O", "S", "O", "O", "O", "H", "H", "H", "H", "C", "C", "O", "S", "O", "O", "O", "H", "H", "H", "H", "C", "C", "O", "S", "O", "O", "O", "H", "H", "H", "H"], "coordinates": [[2.9300, -1.0803, -0.5359], [3.2475, 0.2926, -1.2685], [4.6595, 0.1247, -1.4787], [5.4262, -0.5331, -0.1517], [5.8868, 0.5247, 0.7548], [6.3184, -1.5888, -0.6073], [3.9638, -1.2065, 0.3768], [2.8269, -1.9577, -1.1743], [2.0433, -0.9806, 0.0902], [3.0413, 1.2118, -0.7202], [2.7989, 0.2943, -2.2619], [1.2930, 3.0832, 3.7703], [-0.0741, 3.8575, 3.5285], [-0.8316, 2.9536, 2.8243], [0.0635, 2.2765, 1.5933], [0.1676, 3.1077, 0.4117], [-0.4139, 0.8933, 1.4767], [1.4384, 2.4467, 2.4998], [1.1359, 2.4428, 4.6381], [2.0110, 3.8333, 4.1018], [0.1484, 4.6545, 2.8190], [-0.5704, 4.4161, 4.3220], [-4.5650, -2.5234, 0.4913], [-3.5520, -1.9305, 1.4675], [-2.4022, -2.6986, 1.4491], [-2.4829, -3.7988, 0.1663], [-2.7979, -5.1319, 0.6898], [-1.2950, -3.6520, -0.6812], [-3.7305, -2.9718, -0.4660], [-5.2765, -1.7349, 0.2460], [-5.0844, -3.3059, 1.0444], [-4.0168, -1.8337, 2.4486], [-3.3231, -0.9000, 1.1957], [-1.3937, -0.8594, -2.9722], [-0.5916, -0.1524, -1.9074], [-0.2303, 1.0911, -2.4092], [-0.4454, 1.2201, -4.0255], [0.8014, 1.6096, -4.6673], [-1.5852, 2.0577, -4.4071], [-0.8006, -0.3804, -4.1193], [-2.4462, -0.6172, -2.8243], [-1.3870, -1.9445, -3.0748], [0.3105, -0.6864, -1.6090], [-1.2163, 0.0769, -1.0441]], "molar_mass_g_mol": 496.47, "lumo_energy_ev": 0.088, "homo_ev": -11.21, "smiles": "O=S1(=O)OCCO1.O=S1(=O)OCCO1.O=S1(=O)OCCO1.O=S1(=O)OCCO1", "total_charge": 0, "spin_multiplicity": 1}



*R*
{"formula": "C8H16O16S4", "method": "wB97M-V/def2-TZVPD", "elements": ["C", "C", "O", "S", "O", "O", "O", "H", "H", "H", "H", "C", "C", "O", "S", "O", "O", "O", "H", "H", "H", "H", "C", "C", "O", "S", "O", "O", "O", "H", "H", "H", "H", "C", "C", "O", "S", "O", "O", "O", "H", "H", "H", "H"], "coordinates": [[1.9572, -0.0015, 1.2326], [1.2849, -1.3045, 1.0462], [1.1794, -1.3922, -0.3358], [1.2205, 0.1018, -1.1650], [-0.0862, 0.5247, -1.6116], [2.3321, -0.0837, -2.1124], [1.7205, 0.8747, 0.2154], [3.0143, -0.2564, 1.3078], [1.6316, 0.5371, 2.1225], [0.3110, -1.4369, 1.5176], [1.9841, -2.1192, 1.2345], [1.0912, 0.2925, 6.3869], [2.3059, 0.8430, 5.6224], [1.9076, 0.8333, 4.2211], [0.8361, -0.4595, 3.8327], [1.4238, -1.8164, 3.6363], [-0.1880, 0.0678, 2.8781], [0.2200, -0.3745, 5.3821], [0.5576, 1.0163, 7.0028], [1.2285, -0.5072, 7.1148], [3.1289, 0.1322, 5.6970], [2.7450, 1.7879, 5.9425], [-0.3523, -0.4121, -4.7283], [0.7027, -0.1210, -3.6707], [0.4076, -0.8621, -2.5547], [-0.4525, -2.2578, -2.8950], [-1.4406, -2.5778, -1.8780], [0.4210, -3.1806, -3.5440], [-1.2187, -1.3587, -4.1452], [-0.0022, -0.7693, -5.6968], [-0.9428, 0.4913, -4.8807], [0.7986, 0.9585, -3.5536], [1.6548, -0.5072, -4.0347], [-2.5367, 0.0637, -1.6368], [-2.2571, 1.0921, -2.7743], [-3.3606, 2.0049, -2.6108], [-3.6581, 2.2625, -0.9931], [-5.1251, 2.3690, -0.6996], [-2.7523, 3.2770, -0.5566], [-3.1595, 0.7863, -0.5417], [-1.6583, -0.4219, -1.2117], [-3.2329, -0.6122, -2.1335], [-2.2317, 0.7573, -3.8113], [-1.4092, 1.7588, -2.6175]], "molar_mass_g_mol": 496.47, "lumo_energy_ev": -0.168, "homo_ev": -9.79, "total_charge": 0, "spin_multiplicity": 1}



Stability ranking, top entry: *P*; the second entry is 239.0 kJ/mol less favorable.



*P*
{"formula": "C4H3N3O", "method": "wB97M-V/def2-TZVPD", "elements": ["C", "C", "C", "C", "H", "H", "H", "N", "N", "N", "O"], "coordinates": [[-2.4005, 0.0247, 0.1451], [0.8144, -0.0417, -0.2146], [1.9005, -1.0154, -0.2278], [1.1733, 1.4200, -0.2050], [-3.0861, -0.8731, 0.7646], [-3.1206, 0.9650, -0.2229], [1.8582, -2.0908, -0.3261], [-1.2021, 0.3309, -0.1328], [-0.3379, -0.7120, 0.0119], [1.4405, 2.5213, 0.1132], [2.9604, -0.5288, 0.2944]], "molar_mass_g_mol": 109.09, "lumo_energy_ev": -1.672, "homo_ev": -10.39, "smiles": "C=N/N=C(\\C#N)C=O", "total_charge": 0, "spin_multiplicity": 1}



*Q*
{"formula": "C4H3N3O", "method": "wB97M-V/def2-TZVPD", "elements": ["C", "C", "C", "C", "H", "H", "H", "N", "N", "N", "O"], "coordinates": [[0.8176, 0.2450, -1.1756], [0.9909, 1.3939, -0.4667], [-0.3379, 0.2922, 0.6880], [-1.2960, -0.2017, 1.7097], [-0.4799, -2.2063, 0.1857], [1.0808, -0.2945, -2.1139], [1.6184, 2.1900, -0.7578], [-0.0200, -0.4601, -0.3508], [0.2732, 1.4868, 0.6459], [-2.1302, -0.7460, 2.2835], [-0.5168, -1.6993, -0.6479]], "molar_mass_g_mol": 109.09, "lumo_energy_ev": 0.448, "homo_ev": -9.68, "smiles": "N#Cc1nccn1O", "total_charge": 0, "spin_multiplicity": 1}



Stability ranking, top entry: *Q*; the second entry is 273.6 kJ/mol less favorable.



*P*
{"formula": "C4H3N3O", "method": "wB97M-V/def2-TZVPD", "elements": ["C", "C", "C", "C", "N", "N", "N", "O", "H", "H", "H"], "coordinates": [[-0.3868, 1.2450, -0.6344], [-1.0213, 0.2102, -0.1318], [1.7151, -1.1180, -0.0355], [-1.6729, -0.7301, 0.4625], [0.7622, 1.8167, -0.1281], [1.9060, -0.0402, 0.4497], [1.7379, 1.2946, 0.3805], [1.7288, -2.2214, -0.3864], [-0.8349, 1.8478, -1.4145], [-1.6103, -1.7557, 0.1328], [-2.3238, -0.5488, 1.3051]], "molar_mass_g_mol": 109.09, "lumo_energy_ev": -0.268, "homo_ev": -9.47, "total_charge": 0, "spin_multiplicity": 1}



*Q*
{"formula": "C4H3N3O", "method": "wB97M-V/def2-TZVPD", "elements": ["C", "C", "C", "C", "H", "H", "H", "N", "N", "N", "O"], "coordinates": [[-1.4746, 0.5637, 0.7327], [0.0934, -0.4856, 0.2945], [1.3367, -0.9849, 0.0337], [-0.5737, 0.3722, -0.4589], [-1.4305, 1.4808, 1.3509], [-2.5290, 0.2104, 0.3864], [2.0671, -1.4488, 0.6640], [1.9097, -0.5246, -1.0924], [1.2260, 0.3033, -1.8854], [0.1213, 0.9564, -1.4508], [-0.7464, -0.4429, 1.4254]], "molar_mass_g_mol": 109.09, "lumo_energy_ev": -0.147, "homo_ev": -9.76, "total_charge": 0, "spin_multiplicity": 1}



Stability ranking, top entry: *P*; the second entry is 24.9 kJ/mol less favorable.



*P*
{"formula": "C4H13NO3", "method": "wB97M-V/def2-TZVPD", "elements": ["C", "C", "C", "C", "O", "N", "H", "H", "H", "H", "H", "H", "H", "H", "H", "H", "H", "O", "H", "H", "O"], "coordinates": [[-1.4589, -1.0373, -2.2076], [-1.6150, -0.6758, -0.7038], [2.1200, -1.1608, 2.2412], [1.5781, 0.1436, 2.4200], [1.8977, 1.1341, 1.7555], [-1.9181, 0.6795, -0.5033], [-2.3675, -0.7235, -2.7284], [-1.3718, -2.1024, -2.4043], [-0.6348, -0.4981, -2.6760], [-0.6310, -0.9142, -0.2780], [2.9244, -1.3400, 1.5365], [1.8577, -1.9459, 2.9358], [0.8705, 0.1867, 3.2611], [-2.5759, 0.7267, 0.2878], [-2.3692, -1.3774, -0.3266], [0.9198, 1.5110, -1.5132], [1.0921, 0.1913, -0.7709], [1.3503, 0.6464, -1.5775], [-0.6417, 1.9804, 0.1476], [0.7749, 2.0992, 0.9221], [0.1985, 2.4767, 0.1819]], "molar_mass_g_mol": 123.15, "lumo_energy_ev": [-9.907, -9.940], "homo_ev": [-13.80, -14.11], "s_squared": 0.769, "total_charge": 1, "spin_multiplicity": 2}



*Q*
{"formula": "C4H13NO3", "method": "wB97M-V/def2-TZVPD", "elements": ["C", "O", "C", "C", "C", "O", "N", "H", "H", "H", "H", "H", "H", "H", "H", "H", "H", "H", "H", "H", "O"], "coordinates": [[1.6440, -0.7073, 0.3388], [2.4833, -1.4843, 1.2092], [0.2260, -0.4905, 0.9020], [-0.2261, 1.0226, 0.8095], [-0.6630, 1.5338, -0.5942], [0.2974, 1.5401, -1.5860], [0.0780, -0.8019, 2.2436], [2.1685, 0.2140, 0.0930], [1.6154, -1.3135, -0.5610], [2.8768, -0.9279, 1.8928], [-0.4951, -1.0190, 0.2760], [0.5023, 1.6842, 1.2901], [-1.1357, 1.1378, 1.4145], [-0.8662, 2.5841, -0.3662], [-1.6028, 1.0303, -0.8355], [0.4050, 0.6752, -2.0069], [0.8501, -0.8862, 2.9134], [-0.7133, -1.3807, 2.5456], [-1.8071, -0.7034, -3.7175], [-3.1261, -1.2239, -3.1715], [-2.5113, -0.4835, -3.0895]], "molar_mass_g_mol": 123.15, "lumo_energy_ev": [-3.367, -8.076], "homo_ev": [-14.57, -14.45], "s_squared": 0.755, "total_charge": 1, "spin_multiplicity": 2}



*R*
{"formula": "C4H13NO3", "method": "wB97M-V/def2-TZVPD", "elements": ["O", "C", "C", "C", "C", "N", "H", "H", "H", "H", "H", "H", "H", "H", "H", "H", "H", "O", "H", "H", "O"], "coordinates": [[-1.7831, -0.0113, -0.6898], [-1.5873, 1.1715, -0.7192], [-0.5140, 1.6486, 0.2244], [0.8246, 1.1677, -0.2927], [2.0286, 1.0815, 0.6794], [2.0412, -0.2853, 1.0784], [-2.0275, 1.8624, -1.4514], [-0.4669, 2.7330, 0.4028], [-0.7270, 1.3552, 1.2517], [1.1252, 1.4051, -1.3098], [0.6297, 0.0796, -0.4759], [2.9599, 1.3929, 0.2348], [1.8869, 1.7267, 1.5465], [1.2038, -0.6443, 1.5593], [2.4969, -0.9895, 0.4863], [-2.6389, -1.7982, -1.8426], [-1.5603, -2.8563, -1.6589], [-2.3886, -2.5319, -1.2676], [-0.3341, -2.6839, 1.3330], [-1.0034, -1.6930, 0.3481], [-0.1659, -2.1305, 0.5633]], "molar_mass_g_mol": 123.15, "lumo_energy_ev": [-3.177, -7.912], "homo_ev": [-13.86, -13.86], "s_squared": 0.754, "total_charge": 1, "spin_multiplicity": 2}



Stability ranking, top entry: *R*; the second entry is 13.6 kJ/mol less favorable.



*P*
{"formula": "C10H8N2", "method": "wB97M-V/def2-TZVPD", "elements": ["C", "C", "C", "C", "C", "C", "C", "C", "C", "C", "H", "H", "H", "H", "H", "H", "H", "H", "N", "N"], "coordinates": [[3.5412, 0.0563, 0.0217], [2.8130, -1.0060, -0.5615], [1.4277, -1.0790, -0.5318], [0.6933, -0.0041, -0.0517], [1.3664, 1.0410, 0.5799], [2.7760, 1.0060, 0.5887], [-0.8347, -0.0291, -0.0501], [-2.7776, 0.7921, -0.8834], [-3.4353, -0.0232, 0.0143], [-2.7612, -0.7815, 0.8225], [4.6679, -0.1178, -0.1123], [3.5314, -1.6504, -1.0242], [0.9041, -1.8039, -1.2408], [0.9100, 1.7943, 1.0009], [3.3623, 1.8991, 1.0047], [-3.1771, 1.3376, -1.5422], [-4.6901, -0.0019, 0.0554], [-3.0393, -1.2853, 1.7014], [-1.4074, 0.7979, -0.8044], [-1.3529, -0.7990, 0.8708]], "molar_mass_g_mol": 156.19, "lumo_energy_ev": 0.154, "homo_ev": -9.12, "smiles": "c1ccc(-c2ncccn2)cc1", "total_charge": 0, "spin_multiplicity": 1}



*Q*
{"formula": "C10H8N2", "method": "wB97M-V/def2-TZVPD", "elements": ["C", "C", "C", "C", "C", "C", "C", "C", "C", "C", "H", "H", "H", "H", "H", "H", "H", "H", "N", "N"], "coordinates": [[-3.0980, 0.8913, 0.3976], [-1.6816, 1.0082, 0.5826], [-0.8151, 0.0978, 0.0131], [-1.4034, -0.8966, -0.6491], [-2.7580, -1.1034, -0.5605], [0.7971, 0.1891, 0.0396], [1.4182, -0.9647, 0.5233], [2.7656, -1.0181, 0.6526], [3.1080, 0.8159, -0.4892], [1.6750, 1.1345, -0.4946], [-3.8181, 1.7119, 0.5167], [-1.2293, 2.0755, 0.9554], [-0.8034, -1.6029, -1.1223], [-3.3927, -1.8467, -1.0721], [0.8080, -1.7757, 1.1411], [3.0855, -1.7294, 1.2724], [3.9450, 1.5064, -0.6890], [1.3996, 2.1537, -0.8671], [-3.5690, -0.2901, 0.0267], [3.5666, -0.3569, -0.1773]], "molar_mass_g_mol": 156.19, "lumo_energy_ev": 0.398, "homo_ev": -9.46, "smiles": "c1cc(-c2ccncc2)ccn1", "total_charge": 0, "spin_multiplicity": 1}



*R*
{"formula": "C10H8N2", "method": "wB97M-V/def2-TZVPD", "elements": ["C", "C", "C", "C", "C", "C", "C", "C", "C", "C", "H", "H", "H", "H", "H", "H", "H", "H", "N", "N"], "coordinates": [[1.3486, 2.8401, -1.2569], [1.6819, 1.6037, -1.8446], [1.1293, 0.4126, -1.2905], [0.2310, 0.5675, -0.2381], [-0.1349, 1.7724, 0.3393], [0.4653, 2.9125, -0.1898], [-0.3716, -0.7464, 0.3096], [-0.2586, -2.9985, 0.6128], [-1.4659, -3.0056, 1.2999], [-2.0113, -1.6639, 1.5738], [1.8483, 3.8159, -1.5850], [2.5924, 1.3641, -2.8543], [1.3736, -0.7008, -1.4915], [-0.8158, 1.7116, 1.3230], [0.1016, 4.0021, -0.1055], [0.2926, -3.9043, 0.2289], [-1.9645, -3.8889, 1.7440], [-2.8642, -1.6944, 2.3148], [0.3104, -1.8239, 0.0309], [-1.4883, -0.5756, 1.0789]], "molar_mass_g_mol": 156.19, "lumo_energy_ev": 0.391, "homo_ev": -9.00, "total_charge": 0, "spin_multiplicity": 1}



Stability ranking, top entry: *R*; the second entry is 37.2 kJ/mol less favorable.